Here is a molecular structure, C5H6N4O3 in a non-equilibrium geometry from the Open Molecules 2025 dataset. Energies are from ωB97M-V/def2-TZVPD.

Cartesian coordinates (Å):
1 C -0.430 -2.060 0.237
2 C -1.103 -0.916 0.072
3 C 0.975 -0.541 0.062
4 C 3.536 -0.470 0.070
5 C -0.505 1.510 -0.063
6 N 0.957 -1.792 0.239
7 N -0.191 0.088 0.086
8 N 2.646 0.405 0.084
9 N 4.948 -0.225 -0.058
10 O 2.567 1.570 0.222
11 O 5.375 0.869 0.141
12 O 5.545 -1.232 -0.270
13 H -0.873 -3.082 0.340
14 H -2.147 -0.587 -0.142
15 H 3.132 -1.445 0.089
16 H -0.545 1.823 0.900
17 H 0.368 2.123 -0.450
18 H -1.528 1.717 -0.613

Calculated values
gap between HOMO and LUMO: 0.3489 hartree
net charge: 0
ΔE to the lowest compared entry with this formula, charge and spin: 5.2241 eV
LUMO: -0.0096 hartree
E_tot: -17377.0923 eV

These are the Mulliken partial charges, in e, on atoms 1 to 4: -0.724, -0.027, 0.443, -0.370


Here is a gas-phase ion, C5H6N5O2 (charge +1) in a non-equilibrium geometry from the Open Molecules 2025 dataset. Energies are from ωB97M-V/def2-TZVPD.

Cartesian coordinates (Å):
1 C -1.678 0.425 0.530
2 C 2.643 -0.576 -0.205
3 C 0.506 -1.555 0.463
4 C -0.485 0.952 -0.031
5 C 1.843 0.743 -0.146
6 N -2.756 0.355 -0.229
7 N -3.962 0.159 -0.290
8 N -5.048 -0.010 -0.467
9 N 1.745 -1.751 0.173
10 N 0.739 0.619 0.700
11 O 3.742 -0.792 -0.520
12 O -0.634 -1.716 0.576
13 H -1.799 0.193 1.573
14 H -0.381 0.927 -1.102
15 H -0.472 2.160 0.180
16 H 2.602 1.578 0.193
17 H 1.437 0.985 -1.254
18 H 1.958 -2.695 -0.143

Calculated values
gap between HOMO and LUMO (spin up / spin down): 0.2189 / 0.2486 hartree
net charge: +1
ΔE to the lowest compared entry with this formula, charge and spin: 0.0000 eV
LUMO (spin up / spin down): -0.1676 / -0.2641 hartree
spin multiplicity: 3
⟨S²⟩: 2.0269
E_tot: -16812.9566 eV

These are the Mulliken partial charges, in e, on atoms 1 to 4: -0.501, 0.226, 0.658, -0.444


Here is a single C5H6N6OS molecule in a non-equilibrium geometry from the Open Molecules 2025 dataset. Energies are from ωB97M-V/def2-TZVPD.

Cartesian coordinates (Å):
1 C -2.525 -0.401 -0.243
2 C -2.147 0.932 -0.235
3 C 2.446 -0.186 -0.289
4 C -3.875 -0.754 0.344
5 C 4.730 0.415 0.858
6 N 1.351 -0.438 -0.671
7 N -1.840 -1.487 -0.668
8 N -0.087 2.117 -0.870
9 N -0.595 -1.569 -0.950
10 N -0.780 1.221 -0.737
11 N 0.110 -0.480 -0.760
12 O -2.850 1.904 -0.105
13 S 4.031 0.157 -0.806
14 H -4.560 0.125 0.567
15 H -3.651 -1.315 1.356
16 H -4.265 -1.468 -0.323
17 H 5.596 1.113 0.942
18 H 5.007 -0.574 1.082
19 H 3.905 0.688 1.508

Calculated values
gap between HOMO and LUMO (spin up / spin down): 0.2286 / 0.2287 hartree
net charge: 0
ΔE to the lowest compared entry with this formula, charge and spin: 3.9576 eV
LUMO (spin up / spin down): -0.0477 / -0.0478 hartree
E_tot: -27097.2538 eV

These are the Mulliken partial charges, in e, on atoms 1 to 4: 0.285, 0.712, 0.033, -1.008


Here is a gas-phase ion, C5H6NO (charge +1) in a non-equilibrium geometry from the Open Molecules 2025 dataset. Energies are from ωB97M-V/def2-TZVPD.

Cartesian coordinates (Å):
1 C 0.153 1.388 -1.127
2 C -0.924 1.222 -0.459
3 C -1.039 -0.663 0.374
4 C 0.391 -0.083 -0.643
5 C 1.665 -0.034 0.113
6 N -1.687 0.564 0.419
7 O -2.682 0.861 1.024
8 H -1.727 -1.535 -0.030
9 H -0.435 -0.996 1.333
10 H 0.462 -0.635 -1.599
11 H 2.393 -0.546 -0.627
12 H 1.525 -0.584 1.072
13 H 1.903 1.042 0.149

Calculated values
gap between HOMO and LUMO (spin up / spin down): 0.2894 / 0.2894 hartree
net charge: +1
ΔE to the lowest compared entry with this formula, charge and spin: 10.1795 eV
LUMO (spin up / spin down): -0.2864 / -0.2863 hartree
E_tot: -8802.7716 eV

These are the Mulliken partial charges, in e, on atoms 1 to 4: -0.826, 0.647, -0.685, 0.516


Here is a gas-phase ion, C5H6NO (charge +1) in a non-equilibrium geometry from the Open Molecules 2025 dataset. Energies are from ωB97M-V/def2-TZVPD.

Cartesian coordinates (Å):
1 C 0.008 0.578 -1.395
2 C -0.023 -0.642 -1.361
3 C 0.037 1.651 -0.398
4 C 0.493 -0.371 1.247
5 C -0.245 -1.771 -0.425
6 N -0.077 0.830 0.892
7 O 0.303 -1.957 -1.655
8 H 0.789 2.338 -0.545
9 H -0.877 2.140 -0.610
10 H 0.127 -0.931 2.085
11 H 1.502 -0.569 1.026
12 H -1.076 -2.255 -0.135
13 H -0.961 0.959 1.273

Calculated values
gap between HOMO and LUMO (spin up / spin down): 0.2887 / 0.2746 hartree
net charge: +1
ΔE to the lowest compared entry with this formula, charge and spin: 8.6228 eV
LUMO (spin up / spin down): -0.2289 / -0.2371 hartree
E_tot: -8804.3283 eV

These are the Mulliken partial charges, in e, on atoms 1 to 4: -0.282, 0.672, -0.386, -0.541


Here is a gas-phase ion, C5H6NO (charge +1) in a non-equilibrium geometry from the Open Molecules 2025 dataset. Energies are from ωB97M-V/def2-TZVPD.

Cartesian coordinates (Å):
1 C -1.005 -2.019 -0.979
2 C -1.432 -0.742 -0.849
3 C 0.292 -2.050 -0.189
4 C -0.348 -0.039 -0.144
5 C 0.858 1.889 0.598
6 N 0.614 -0.907 0.237
7 O -0.373 1.315 0.093
8 H -1.356 -2.987 -1.450
9 H -2.301 -0.130 -1.268
10 H 0.871 -2.873 0.076
11 H 1.651 1.090 0.465
12 H 0.694 2.262 1.663
13 H 1.129 2.823 -0.060

Calculated values
gap between HOMO and LUMO (spin up / spin down): 0.3851 / 0.2577 hartree
net charge: +1
ΔE to the lowest compared entry with this formula, charge and spin: 0.0000 eV
LUMO (spin up / spin down): -0.1299 / -0.3348 hartree
spin multiplicity: 3
⟨S²⟩: 2.0065
E_tot: -8807.8659 eV

These are the Mulliken partial charges, in e, on atoms 1 to 4: -0.224, -0.436, -0.200, 0.832


Repeat the sixth record exactly.
Here is a gas-phase ion, C5H6NO (charge +1) in a non-equilibrium geometry from the Open Molecules 2025 dataset. Energies are from ωB97M-V/def2-TZVPD.

Cartesian coordinates (Å):
1 C -1.005 -2.019 -0.979
2 C -1.432 -0.742 -0.849
3 C 0.292 -2.050 -0.189
4 C -0.348 -0.039 -0.144
5 C 0.858 1.889 0.598
6 N 0.614 -0.907 0.237
7 O -0.373 1.315 0.093
8 H -1.356 -2.987 -1.450
9 H -2.301 -0.130 -1.268
10 H 0.871 -2.873 0.076
11 H 1.651 1.090 0.465
12 H 0.694 2.262 1.663
13 H 1.129 2.823 -0.060

Calculated values
gap between HOMO and LUMO (spin up / spin down): 0.3851 / 0.2577 hartree
net charge: +1
ΔE to the lowest compared entry with this formula, charge and spin: 0.0000 eV
LUMO (spin up / spin down): -0.1299 / -0.3348 hartree
spin multiplicity: 3
⟨S²⟩: 2.0065
E_tot: -8807.8659 eV

These are the Mulliken partial charges, in e, on atoms 1 to 4: -0.224, -0.436, -0.200, 0.832


Q: Among the records above, which one has the lowest E_tot?
A: C5H6N6OS


Q: What is the ΔE to the lowest compared entry with this formula, charge and spin in the fourth record?
A: 10.1795 eV